Here is an isolated molecule of C21H25N3O4 from the Open Molecules 2025 dataset. Energies are from the ωB97M-V functional and the def2-TZVPD basis.

```
53
C21H25N3O4 | the Open Molecules 2025 dataset | the ωB97M-V functional and the def2-TZVPD basis
C 2.763 1.697 -1.380
C 1.966 2.045 -0.129
N 0.555 1.727 -0.253
C -0.126 2.465 -1.314
C -0.566 1.525 -2.434
C -0.112 1.820 1.037
C -1.557 1.400 0.950
C -2.603 2.312 1.109
O -2.413 3.625 1.414
C -3.946 1.938 0.956
C -4.302 0.658 0.617
C -3.285 -0.277 0.456
C -3.285 -1.666 0.098
N -4.414 -2.445 -0.168
O -5.513 -1.937 -0.016
O -4.250 -3.600 -0.537
C -1.965 -2.093 0.092
C -1.426 -3.448 -0.171
N -1.165 -1.044 0.419
C 0.234 -1.190 0.578
C 1.038 -1.435 -0.523
C 2.398 -1.638 -0.369
C 2.972 -1.586 0.897
O 4.292 -1.749 1.162
C 5.176 -1.969 0.087
C 2.154 -1.356 2.007
C 0.798 -1.170 1.850
C -1.934 0.087 0.641
H 2.488 2.328 -2.220
H 2.586 0.660 -1.650
H 3.823 1.837 -1.181
H 2.120 3.115 0.114
H 2.357 1.456 0.706
H -1.014 2.969 -0.921
H 0.530 3.243 -1.721
H -1.264 0.789 -2.045
H -1.059 2.090 -3.222
H 0.291 1.008 -2.855
H 0.422 1.167 1.732
H -0.025 2.847 1.452
H -1.472 3.831 1.486
H -4.688 2.707 1.099
H -5.331 0.374 0.478
H -1.227 -3.576 -1.235
H -0.500 -3.610 0.377
H -2.165 -4.195 0.107
H 0.597 -1.463 -1.507
H 3.000 -1.838 -1.242
H 6.166 -2.049 0.533
H 4.943 -2.898 -0.441
H 5.163 -1.133 -0.619
H 2.610 -1.336 2.984
H 0.165 -1.019 2.713
```

SMILES: CCN(CC)Cc1c(O)ccc2c([N+](=O)[O-])c(C)n(-c3ccc(OC)cc3)c12
Electronic energy: -1280.3595 a.u.
Highest occupied orbital energy: -7.936 eV
Molecular weight: 383.448 g mol⁻¹
Energy above the lowest of the compared OMol25 structures with the same formula, charge and spin: 525.7 kJ/mol

Atomic partial charges in e from the Mulliken method, atoms 1 to 5: -1.230, -0.813, 0.950, -0.751, -1.054